(1)
# C10H39FN17O8S

A cluster of 9 separate species, C10H39FN17O8S in total at a distorted geometry (ωB97M-V/def2-TZVPD, the Open Molecules 2025 dataset).

Atoms and positions in Å:
S -2.92 -0.65 2.35
F -3.29 0.60 1.49
O 3.94 1.32 -3.35
O -0.08 2.19 -1.58
O 0.05 -1.31 2.15
O 1.87 2.59 -4.59
O 1.58 -1.54 -3.62
O -0.62 -4.50 -1.54
O -0.46 4.82 4.11
O 1.28 -2.08 6.47
N 1.16 0.06 7.20
N 0.94 -1.77 -5.79
N -0.69 -2.35 -0.82
N -1.10 -2.84 -3.02
N -4.30 -1.34 2.88
N -0.11 0.78 0.19
N 0.47 3.73 -3.23
N -0.74 -3.35 2.80
N 1.45 -3.09 2.17
N -2.02 3.83 2.81
N 5.36 0.44 -4.87
N 0.13 2.96 2.96
N 2.46 -0.16 -5.16
N 0.66 -0.48 5.00
N 1.69 0.81 -1.26
N 5.13 -0.55 -2.81
N 0.65 4.30 -5.47
C 1.05 3.49 -4.43
C -5.56 -0.51 2.84
C 4.76 0.45 -3.66
C 1.66 -1.18 -4.79
C -0.80 -3.32 -1.79
C -0.76 3.93 3.35
C -6.71 -1.25 3.49
C 0.49 1.31 -0.93
C 1.05 -0.91 6.25
C 0.25 -2.52 2.36
H -0.09 2.21 2.33
H 0.46 0.48 4.77
H 6.04 -0.24 -5.15
H 2.14 0.08 -0.74
H -0.20 4.46 -3.08
H -2.46 -0.09 3.51
H 2.20 -2.51 1.85
H 1.45 -0.23 8.12
H 4.70 -0.57 -1.91
H -0.62 -4.33 2.98
H 1.07 4.14 -6.36
H 2.54 0.17 -6.10
H -5.80 -0.32 1.79
H -1.64 -2.93 2.92
H 2.99 0.31 -4.41
H 5.79 -1.26 -3.06
H 0.98 1.03 7.03
H -6.44 -1.66 4.46
H -4.41 -2.13 2.23
H -0.42 -2.65 0.10
H 0.29 0.06 0.79
H -1.15 -3.50 -3.77
H -1.00 1.15 0.43
H -1.20 -1.86 -3.22
H -0.83 -1.37 -0.99
H -5.39 0.44 3.34
H 5.11 1.17 -5.51
H -7.53 -0.55 3.61
H 0.99 -1.49 -6.75
H -2.28 3.12 2.15
H 0.34 -2.54 -5.55
H 1.06 3.02 3.33
H 1.63 -4.07 2.34
H 2.16 1.17 -2.09
H -7.04 -2.09 2.88
H 0.58 -1.18 4.29
H -2.68 4.53 3.06
H -0.01 5.04 -5.36
H 0.75 3.10 -2.43

As for the charge: +1. The gap between HOMO and LUMO comes out at 5.308 eV. As for the spin multiplicity: 1.

---

(2)
# C10H39O10

A cluster of 10 separate species, C10H39O10 in total at a distorted geometry (ωB97M-V/def2-TZVPD, the Open Molecules 2025 dataset).

Atoms and positions in Å:
O 9.96 -16.37 -13.85
O 8.78 -19.90 -14.45
O 9.68 -12.06 -12.89
O 3.71 -17.87 -12.59
O 10.19 -18.95 -17.26
O 5.63 -17.11 -18.26
O 10.34 -14.39 -10.51
O 10.72 -13.24 -15.96
O 7.78 -20.67 -10.92
O 4.85 -12.26 -15.16
C 7.14 -19.36 -10.89
C 9.33 -15.34 -10.11
C 9.52 -13.61 -16.65
C 8.57 -16.37 -13.93
C 5.68 -16.50 -16.94
C 5.11 -13.34 -14.25
C 4.63 -17.39 -13.59
C 7.52 -20.26 -14.92
C 8.37 -12.48 -12.54
C 9.31 -17.86 -17.34
H 10.59 -13.77 -9.82
H 2.88 -17.40 -12.51
H 8.35 -14.94 -10.36
H 6.30 -19.24 -11.57
H 9.52 -13.12 -17.62
H 4.42 -14.16 -14.46
H 9.71 -11.13 -12.65
H 4.97 -11.39 -14.76
H 8.18 -13.54 -12.71
H 8.16 -17.10 -14.64
H 6.66 -16.61 -16.49
H 5.48 -15.43 -17.01
H 9.42 -15.38 -9.02
H 6.74 -19.21 -9.89
H 9.40 -17.39 -18.33
H 4.30 -16.39 -13.89
H 8.15 -16.55 -12.94
H 7.89 -18.58 -11.05
H 5.10 -13.06 -13.20
H 9.37 -16.34 -10.54
H 9.46 -14.68 -16.85
H 11.34 -13.14 -16.68
H 8.20 -15.45 -14.37
H 4.57 -18.10 -14.41
H 4.87 -16.89 -16.32
H 8.94 -20.13 -13.53
H 8.61 -20.62 -11.40
H 7.33 -19.79 -15.89
H 6.24 -16.73 -18.89
H 10.13 -19.51 -18.04
H 8.66 -13.34 -16.03
H 8.26 -18.16 -17.30
H 7.47 -21.35 -15.02
H 9.59 -17.15 -16.56
H 6.70 -19.95 -14.27
H 6.11 -13.71 -14.48
H 7.56 -11.95 -13.04
H 8.28 -12.29 -11.47
H 5.66 -17.25 -13.27

As for the charge: -1. The gap between HOMO and LUMO comes out at 4.639 eV. As for the spin multiplicity: 1.

---

(3)
# C10H3N6O4

The ion C10H3N6O4 with charge -1 at a distorted geometry (ωB97M-V/def2-TZVPD, the Open Molecules 2025 dataset).

Atoms and positions in Å:
O -1.00 -3.29 1.56
O -0.82 -2.97 -0.63
O 1.32 3.05 -0.13
O 1.27 1.91 -2.31
N -1.41 2.36 -2.10
N -0.76 -2.57 0.57
N 1.39 2.59 1.14
N -1.39 -1.58 -3.98
N 1.05 1.82 -1.11
N 1.59 1.31 4.52
C 0.97 0.32 2.22
C -1.18 -0.21 -1.65
C -1.21 -0.97 -3.00
C -0.05 -0.46 -0.55
C -1.22 1.21 -2.04
C 0.87 0.71 -0.25
C 1.20 1.18 1.05
C 0.15 -0.84 2.02
C 1.37 0.82 3.47
C -0.36 -1.19 0.76
H 0.44 -1.17 -1.28
H -2.16 -0.50 -1.14
H -0.04 -1.54 2.84

As for the charge: -1. The gap between HOMO and LUMO comes out at 6.959 eV. As for the SMILES: N#CC1=CC(=[N+]([O-])[O-])[C@@H](C(C#N)C#N)c2c1no[n+]2[O-]. As for the spin multiplicity: 1.

---

(4)
# C10H40N14O10

A cluster of 10 separate species, C10H40N14O10 in total at a distorted geometry (ωB97M-V/def2-TZVPD, the Open Molecules 2025 dataset).

Atoms and positions in Å:
O -17.09 7.29 -3.14
O -25.41 10.76 -9.05
O -26.32 6.73 -11.94
O -21.37 12.57 -8.81
O -20.87 9.75 -8.78
O -22.39 7.30 -12.49
O -24.94 3.61 -7.89
O -19.22 5.77 -11.31
O -17.98 9.33 -10.98
O -18.59 10.01 -7.23
N -22.22 5.22 -11.68
N -24.71 5.29 -9.39
N -27.08 10.69 -7.52
N -18.54 8.55 -13.04
N -24.50 5.69 -7.12
N -17.81 4.15 -10.56
N -24.30 6.05 -12.27
N -17.41 7.61 -5.36
N -17.32 6.36 -10.23
N -19.23 7.47 -3.96
N -24.98 11.42 -6.91
N -25.43 8.71 -11.28
N -26.80 7.55 -9.87
N -20.12 8.67 -11.35
C -24.75 4.80 -8.14
C -25.79 10.95 -7.89
C -18.85 8.88 -11.74
C -22.82 8.73 -9.65
C -26.18 7.60 -11.09
C -21.84 8.72 -8.50
C -21.07 7.39 -8.37
C -17.87 7.41 -4.07
C -18.23 5.44 -10.65
C -22.95 6.25 -12.20
H -24.25 6.65 -7.29
H -21.93 12.84 -9.54
H -20.11 7.42 -8.87
H -18.01 8.11 -5.99
H -18.58 10.97 -7.33
H -22.33 8.52 -10.60
H -23.99 11.53 -7.05
H -17.68 9.75 -7.40
H -17.35 7.36 -10.39
H -24.38 6.22 -9.57
H -20.93 7.17 -7.31
H -25.38 9.49 -10.65
H -16.93 3.97 -10.12
H -26.81 8.32 -9.23
H -22.38 8.91 -7.56
H -24.30 5.22 -6.26
H -24.87 8.65 -12.11
H -22.65 4.32 -11.54
H -19.65 7.20 -3.09
H -27.29 10.96 -6.58
H -19.12 7.97 -13.61
H -18.45 3.42 -10.79
H -24.90 4.67 -10.15
H -20.23 9.76 -8.05
H -24.69 5.13 -12.23
H -27.43 6.79 -9.70
H -17.56 8.67 -13.21
H -23.32 9.69 -9.76
H -23.59 7.97 -9.50
H -20.72 8.16 -11.99
H -16.53 6.10 -9.67
H -21.67 6.56 -8.75
H -19.79 7.58 -4.78
H -21.26 5.38 -11.38
H -20.48 9.06 -10.51
H -27.85 10.45 -8.11
H -16.42 7.79 -5.43
H -25.44 11.62 -6.04
H -21.33 11.60 -8.86
H -24.93 6.82 -12.44

The gap between HOMO and LUMO comes out at 9.004 eV. As for the SMILES: NC(N)=O.NC(N)=O.NC(N)=O.NC(N)=O.NC(N)=O.NC(N)=O.NC(N)=O.CC(C)O.O.O. As for the spin multiplicity: 1.

---

Ordered relative energy (zero: lowest compared OMol25 entry of this formula, charge and spin) results: 0.0, 80.8, 22.6, 40.3; unit kcal per mole.